2 unconnected molecules or ions with the total composition C3H9NO3. Source: the OMol25 dataset; level of theory: ωB97M-V/def2-TZVPD.

Cartesian coordinates (Å):
N (1.3464, -0.1169, 0.1227)
C (0.8332, 0.0108, -1.2495)
C (-0.6819, 0.0528, -1.2364)
O (-1.0986, 0.0829, -2.5963)
H (1.1603, -1.0438, 0.4902)
H (2.3481, -0.0023, 0.1315)
H (1.1558, -0.8113, -1.8942)
H (1.1975, 0.9447, -1.6755)
H (-1.0777, -0.8302, -0.7297)
H (-1.0235, 0.9410, -0.7045)
H (-2.0528, 0.1777, -2.6226)
O (-0.4068, -1.2117, 2.4060)
C (-0.6126, -0.0641, 2.7092)
O (-0.2031, 0.9893, 2.0391)
H (-1.2940, 0.2096, 3.5257)
H (0.4098, 0.6715, 1.2844)

Properties
**Relative energy (zero: lowest compared OMol25 entry of this formula, charge and spin)**: 88.29 kJ/mol
**Largest force on an atom**: 1.0 eV/Å
**Energy**: -400.1879 Ha
**2S+1**: 1
**Highest occupied orbital energy**: -0.3741 hartree
**SMILES**: NCCO.O=CO
**Charge**: 0
**LUMO**: 0.825 eV
**Kohn-Sham gap**: 0.4044 Eh